121
Properties=species:S:1:pos:R:3:forces:R:3:lowdin_charge:R:1 method="wB97M-V/def2-TZVPD" homo_lumo_gap_ev=3.52 charge=+1 e_homo_ev=-7.88 total_energy_ha=-2555.6104
C 2.0944 5.5698 1.3203 0.311 0.104 -0.115 -0.04
C 0.9605 4.5989 1.1538 -0.072 -0.536 -0.419 -0.26
C -0.2072 4.9642 0.4747 -0.521 0.045 0.722 0.00
C -1.3575 4.1523 0.5342 0.784 0.213 -0.360 -0.19
C -2.6976 4.6887 0.1377 0.047 0.113 -0.673 0.00
C -1.2014 2.8458 1.0031 0.765 -0.057 0.165 -0.15
N -2.2723 1.9044 0.8158 -1.172 -0.956 0.015 0.16
C -2.7693 1.4349 -0.3816 -1.020 0.987 0.612 -0.06
C -2.3310 1.9337 -1.6841 3.028 0.569 -2.865 -0.37
C -0.9013 2.1740 -1.9742 -3.559 -0.615 1.319 -0.20
C -0.5927 3.3378 -2.8249 -0.129 0.192 -0.329 -0.06
C 0.1170 1.3688 -1.4320 0.750 -0.455 0.473 -0.21
C -0.0718 0.0114 -1.0601 -0.218 0.397 -0.213 -0.03
C 0.9937 -0.7572 -0.6192 0.088 0.012 0.184 -0.10
C 2.2741 -0.2148 -0.5666 0.344 0.297 0.106 -0.10
C 2.4823 1.1333 -0.8950 -0.387 -0.523 -0.136 -0.11
C 1.4215 1.9041 -1.3163 -0.063 0.181 -0.068 -0.05
O -3.2210 2.2414 -2.5104 -0.681 0.105 0.793 -0.01
N -3.9657 0.8689 -0.1204 1.272 -0.050 1.554 0.08
C -5.1263 0.5178 -0.8888 -1.098 -1.014 -0.558 -0.10
C -5.0660 -0.4569 -1.9025 -0.316 0.661 0.420 -0.19
C -3.7768 -1.0978 -2.2774 0.170 -0.352 -0.490 -0.04
C -6.2512 -0.8319 -2.5472 0.075 0.064 0.086 0.00
C -7.4980 -0.3463 -2.1444 0.505 -0.020 -0.038 -0.25
C -8.7603 -0.7782 -2.8419 -0.303 -0.017 0.006 -0.05
C -7.5387 0.5516 -1.0748 -0.005 -0.236 -0.459 0.00
C -6.3787 1.0004 -0.4459 0.422 0.053 -0.237 -0.18
C -6.5205 2.0096 0.6483 -0.490 0.410 0.531 -0.04
N -4.1228 0.7511 1.2550 0.644 0.585 -0.290 0.20
C -3.1379 1.4264 1.7902 -0.371 0.212 -1.080 -0.20
C -3.0240 1.6901 3.2104 -0.177 0.010 1.360 -0.16
C -3.4089 0.6371 4.0594 0.350 0.100 -0.255 -0.02
C -3.2014 0.7282 5.4269 0.022 0.487 -0.038 -0.06
C -2.6510 1.9050 5.9531 -0.010 -0.180 -0.184 -0.07
C -2.3550 2.9961 5.1356 -0.198 0.033 -0.143 -0.06
C -2.5921 2.9133 3.7665 0.092 -0.539 -0.500 -0.02
C -0.0213 2.4179 1.6168 0.223 0.240 -0.455 -0.19
C 0.1323 1.0662 2.2329 0.146 -0.358 0.069 -0.01
C 1.0629 3.3020 1.6521 -0.396 0.228 0.355 -0.01
H 2.7321 5.2811 2.1715 -0.241 0.169 -0.286 0.09
H 2.7257 5.5898 0.4233 -0.226 -0.085 0.220 0.04
H 1.7249 6.5934 1.4796 0.108 -0.308 0.031 0.09
H -0.2449 5.9394 -0.0321 -0.232 -0.314 0.482 0.13
H -3.4567 4.4590 0.8892 0.020 -0.022 -0.017 0.08
H -2.6337 5.7765 0.0329 -0.107 -0.200 0.024 0.09
H -3.0290 4.2754 -0.8236 -0.066 0.054 0.136 0.09
H 0.1484 3.0938 -3.5866 -0.019 0.017 -0.031 0.06
H -1.5104 3.6639 -3.3254 0.205 0.089 0.087 0.09
H -0.1795 4.1660 -2.2169 -0.104 -0.049 -0.247 0.07
H -1.0701 -0.4163 -1.2045 0.436 -0.009 0.074 0.10
H 0.8387 -1.7878 -0.3007 0.008 0.169 -0.214 0.11
H 3.1217 -0.8207 -0.2786 -0.027 -0.115 0.070 0.10
H 3.4721 1.5700 -0.8953 -0.010 -0.182 0.407 0.07
H 1.5496 2.9644 -1.5478 0.118 -0.329 0.005 0.10
H -4.0244 -1.9530 -2.9144 0.333 0.055 0.088 0.08
H -3.1442 -0.4123 -2.8540 -0.024 -0.079 0.149 0.09
H -3.2195 -1.4696 -1.4076 -0.112 0.139 -0.132 0.08
H -6.1961 -1.5416 -3.3839 0.011 0.244 0.437 0.13
H -9.6226 -0.4926 -2.2273 0.085 -0.085 -0.253 0.08
H -8.8694 -0.3004 -3.8294 0.095 -0.103 0.350 0.09
H -8.8074 -1.8662 -3.0000 0.134 0.327 0.082 0.09
H -8.5239 0.9145 -0.7598 0.503 -0.015 0.055 0.12
H -7.5902 2.1818 0.8208 0.266 0.079 -0.036 0.08
H -6.0861 1.6703 1.5948 -0.198 0.160 -0.313 0.07
H -6.0742 2.9794 0.3854 0.032 -0.244 0.006 0.09
H -3.8387 -0.2507 3.5968 0.196 0.101 0.227 0.12
H -3.4606 -0.1100 6.0702 0.052 0.250 -0.071 0.11
H -2.4645 1.9755 7.0128 0.034 -0.010 0.140 0.10
H -1.9408 3.9249 5.5454 -0.301 -0.451 -0.061 0.11
H -2.4409 3.7787 3.1189 0.165 -0.281 0.242 0.11
H 1.1961 0.8107 2.2398 -0.173 -0.114 0.022 0.09
H -0.2209 1.0572 3.2756 0.008 0.030 -0.278 0.09
H -0.3945 0.2917 1.6673 0.044 0.115 0.174 0.08
H 2.0069 2.9453 2.0733 -0.317 0.212 0.082 0.13
C 4.5814 6.6577 -0.7217 0.309 -0.165 0.176 0.00
N 4.1923 5.4992 -1.5462 1.707 -1.470 0.515 -0.05
C 4.7967 4.2750 -1.5399 -0.510 1.829 -0.065 0.09
C 4.2917 3.5022 -2.6223 -1.125 -1.384 -1.015 -0.13
C 4.5821 2.1657 -2.9030 1.669 1.490 0.855 0.09
C 4.3314 1.3037 -4.0570 -0.800 -1.147 -1.181 -0.19
C 3.1441 0.5276 -4.1772 0.163 0.913 0.436 0.01
C 2.9462 -0.4234 -5.1564 1.088 0.256 -0.553 -0.14
C 3.9351 -0.6238 -6.1653 0.308 -0.037 0.758 -0.09
N 3.8127 -1.6419 -7.0808 -0.496 0.238 -0.448 -0.07
C 2.7948 -2.6705 -6.8681 0.392 0.030 0.233 -0.16
C 1.5030 -2.0879 -6.3513 -0.262 0.447 0.040 -0.17
C 1.7462 -1.2987 -5.0710 -0.445 -0.236 0.152 -0.15
C 4.9282 -2.0178 -7.9363 0.332 -0.220 0.244 -0.16
C 5.7735 -0.8205 -8.3337 -0.155 0.192 -0.102 -0.17
C 6.2080 -0.0200 -7.1109 0.550 -0.079 -0.249 -0.15
C 5.1176 0.1688 -6.1077 -0.763 -0.174 0.490 -0.15
C 5.3234 1.0426 -5.0520 -0.384 0.489 0.750 0.02
C 3.2711 4.3393 -3.2712 0.505 0.587 0.398 -0.11
C 2.4090 4.1254 -4.3287 -0.240 0.679 -0.150 0.00
C 1.4062 5.0851 -4.5398 0.413 -0.245 -0.267 -0.07
C 1.2750 6.2205 -3.7273 0.331 0.103 -0.056 -0.05
C 2.2466 6.5220 -2.7675 -0.053 -0.468 0.454 0.01
C 3.2287 5.5570 -2.5567 -0.743 -0.628 -0.612 -0.17
H 3.7275 7.3312 -0.6607 0.143 -0.119 0.157 0.08
H 4.8725 6.3204 0.2857 -0.231 0.115 -0.442 0.11
H 5.4275 7.2107 -1.1560 -0.303 -0.340 -0.117 0.11
H 5.6139 4.0489 -0.8518 -0.407 0.081 -0.167 0.16
H 5.2965 1.7609 -2.1630 -0.092 0.019 -0.417 0.14
H 2.3450 0.6372 -3.4343 0.379 0.046 -0.203 0.11
H 2.6269 -3.2053 -7.8013 0.096 0.056 -0.099 0.12
H 3.1748 -3.3981 -6.1361 -0.011 -0.091 -0.049 0.14
H 1.0467 -1.4378 -7.1122 0.147 -0.171 0.124 0.13
H 0.8036 -2.8888 -6.1296 -0.118 -0.130 -0.164 0.11
H 1.8940 -1.9950 -4.2285 -0.155 0.157 -0.191 0.13
H 0.8756 -0.6750 -4.8347 0.048 -0.226 0.064 0.12
H 5.5630 -2.7504 -7.4093 -0.025 0.053 -0.023 0.13
H 4.5559 -2.5307 -8.8304 -0.137 0.151 0.185 0.13
H 6.6700 -1.1611 -8.8589 -0.202 -0.010 -0.083 0.12
H 5.2001 -0.1845 -9.0226 0.102 -0.118 0.157 0.12
H 7.0449 -0.5491 -6.6211 -0.166 0.252 -0.178 0.13
H 6.5728 0.9629 -7.4416 0.070 -0.257 0.160 0.12
H 6.2897 1.5538 -5.0298 -0.297 -0.005 0.117 0.13
H 2.5551 3.2571 -4.9611 -0.367 0.025 0.050 0.12
H 0.7176 4.9366 -5.3712 0.041 0.037 0.335 0.12
H 0.4064 6.8678 -3.8595 0.404 -0.072 -0.031 0.12
H 2.2094 7.3764 -2.0893 -0.261 -0.059 -0.508 0.11